This record from OMol25 describes a molecular structure, C30H44Br2N2P2Pd. The level of theory is ωB97M-V/def2-TZVPD.

Cartesian coordinates (Å):
Pd (-0.555, -0.098, 0.141)
Br (3.975, 4.793, -1.691)
Br (-1.904, -1.540, 5.577)
P (-0.933, -2.364, -0.173)
P (2.987, -0.536, 0.555)
N (-5.048, 3.130, -2.975)
N (-0.945, 0.656, 2.236)
C (-2.002, 1.377, -0.650)
C (-0.797, 1.098, -1.398)
C (1.355, 4.180, -0.903)
C (3.767, 1.123, 0.758)
C (-0.145, 1.950, 4.080)
C (0.252, 3.320, -0.829)
C (2.217, 2.890, -2.772)
C (-0.313, 1.746, 2.712)
C (-3.223, 1.728, -1.382)
C (-1.223, -4.725, 1.404)
C (2.562, -1.236, 3.281)
C (-1.320, -0.113, 4.463)
C (-0.147, -2.510, -2.875)
C (-3.382, 1.413, -2.757)
C (-2.661, -2.763, -0.678)
C (3.501, -1.147, -2.132)
C (-0.593, -3.334, 1.344)
C (5.226, 1.195, 0.292)
C (1.909, -0.612, 2.037)
C (2.515, -0.426, -1.208)
C (-5.017, 3.342, -1.656)
C (-4.269, 2.195, -3.517)
C (1.112, 2.048, -2.699)
C (-4.152, 2.638, -0.814)
C (0.104, -3.126, -1.498)
C (-3.795, -2.299, 0.239)
C (-0.638, 0.997, 4.966)
C (2.384, 3.910, -1.817)
C (-1.526, -0.209, 3.085)
C (0.200, 2.186, -1.643)
H (-2.730, -3.851, -0.841)
H (-0.499, 1.086, 6.043)
H (-0.866, 0.345, -2.183)
H (1.002, -1.184, 1.752)
H (-0.078, -4.215, -1.512)
H (-2.294, -4.674, 1.638)
H (5.628, 2.194, 0.503)
H (-2.106, -1.017, 2.659)
H (3.126, -1.138, -3.161)
H (-0.567, 3.512, -0.136)
H (0.956, 1.280, -3.467)
H (-2.780, -2.306, -1.672)
H (0.400, 2.827, 4.410)
H (0.544, -2.933, -3.614)
H (-4.756, -2.613, -0.198)
H (0.010, -1.424, -2.874)
H (5.338, 1.020, -0.785)
H (-4.370, 2.036, -4.591)
H (-0.923, -2.719, 2.194)
H (4.483, -0.659, -2.137)
H (0.502, -3.402, 1.430)
H (3.159, 1.855, 0.206)
H (1.158, -3.004, -1.198)
H (2.934, 2.758, -3.570)
H (-1.173, -2.707, -3.209)
H (-5.707, 4.095, -1.258)
H (-2.798, 0.638, -3.242)
H (-1.957, 1.812, 0.360)
H (3.207, -2.079, 2.992)
H (-4.145, 2.859, 0.257)
H (-3.825, -1.206, 0.341)
H (-1.092, -5.282, 0.468)
H (2.462, 0.637, -1.461)
H (-3.745, -2.733, 1.246)
H (1.586, 0.414, 2.259)
H (0.110, 2.434, 1.980)
H (3.167, -0.495, 3.826)
H (-0.741, -5.305, 2.202)
H (1.490, -0.821, -1.306)
H (1.430, 5.034, -0.243)
H (3.638, -2.191, -1.826)
H (3.714, 1.377, 1.827)
H (5.853, 0.467, 0.822)
H (1.778, -1.597, 3.963)

Atoms 1-6, force components in eV/Å:
Pd -0.504 -1.267 0.784
Br 1.298 0.930 -0.046
Br 0.039 0.397 -0.153
P 0.371 0.755 0.017
P 3.047 -1.000 0.624
N -0.378 0.582 -0.228

For the frontier orbital gap, the calculation gives 6.082 eV. For the energy above the lowest of the compared OMol25 structures with the same formula, charge and spin, the calculation gives 9.8 kJ/mol. Its total charge is 0. The value obtained for the total energy is -196943.7005 eV.

Need the Mulliken charges? In units of e they are:
1. Pd -0.140
2. Br -0.148
3. Br -0.138
4. P 0.929
5. P -0.465
6. N -0.651
7. N 0.557
8. C 0.509
9. C -0.796
10. C -0.700
11. C 0.153
12. C -0.875
13. C -0.316
14. C -0.259
15. C -0.283
16. C 0.662
17. C -1.419
18. C -1.602
19. C -0.512
20. C -0.822
21. C -0.323
22. C -0.536
23. C -1.671
24. C -0.115
25. C -1.369
26. C 2.579
27. C 3.038
28. C -0.388
29. C -0.510
30. C -0.690
31. C -0.620
32. C -0.797
33. C -1.222
34. C -0.236
35. C -0.287
36. C -0.643
37. C 0.705
38. H 0.483
39. H 0.398
40. H 0.255
41. H -1.299
42. H 0.619
43. H 0.291
44. H 0.394
45. H 0.779
46. H 0.402
47. H 0.614
48. H 0.342
49. H 0.333
50. H 0.463
51. H 0.366
52. H 0.445
53. H -0.139
54. H 0.230
55. H 0.354
56. H 0.069
57. H 0.355
58. H 0.343
59. H -0.234
60. H 0.070
61. H 0.468
62. H 0.393
63. H 0.357
64. H 0.335
65. H 0.023
66. H 0.433
67. H 0.382
68. H 0.139
69. H 0.288
70. H -0.959
71. H 0.258
72. H -0.456
73. H 0.355
74. H 0.344
75. H 0.421
76. H -1.381
77. H 0.434
78. H 0.407
79. H 0.491
80. H 0.364
81. H 0.369